Below is a 3-piece molecular cluster, C2H10N2O3 overall in a non-equilibrium geometry, with properties calculated with ωB97M-V/def2-TZVPD.

```
17
Properties=species:S:1:pos:R:3:lowdin_charge:R:1
N -0.831 -0.884 -0.707 -0.015
C -0.683 -0.038 0.505 -0.170
C 0.687 0.628 0.604 -0.523
N 1.521 0.360 -0.446 0.163
O 1.101 1.169 1.620 0.024
H -1.801 -1.194 -0.691 0.079
H -0.223 -1.691 -0.609 0.083
H -0.814 -0.698 1.360 0.103
H -1.372 0.809 0.498 0.129
H 1.043 -0.017 -1.259 0.058
H 2.315 0.965 -0.595 0.112
O 0.327 -0.267 -3.851 -0.057
H 0.754 0.491 -4.195 0.008
H -0.356 -0.008 -3.209 0.022
O -0.629 -0.236 3.729 -0.065
H 0.191 0.101 3.376 0.002
H -1.230 0.509 3.871 0.046
```

For the lowest unoccupied orbital energy, the calculation gives 0.589 eV. As for the molar mass: 110.11 g/mol. The relative energy (zero: lowest compared OMol25 entry of this formula, charge and spin) comes out at 14.58 kcal/mol. Its calculated total energy is -417.4503 Eh. The calculation puts the largest force on an atom at 1.883 eV/Å. Its HOMO-LUMO gap is 10.519 eV. Its SMILES is NCC(N)=O.O.O.

Below is a 2-piece molecular cluster, C4H11NO overall in a non-equilibrium geometry, with properties calculated with ωB97M-V/def2-TZVPD.

```
17
Properties=species:S:1:pos:R:3:lowdin_charge:R:1
C 0.402 1.222 -3.768 -0.114
C 0.113 1.508 -2.236 -0.293
C -0.116 0.305 -1.445 -0.145
C 0.366 0.084 -0.099 -0.182
N 0.140 -1.159 0.618 -0.019
H 0.918 0.302 -3.926 0.037
H 1.131 1.952 -4.269 0.078
H -0.578 1.361 -4.383 0.093
H 0.792 2.032 -1.700 0.054
H -0.756 2.244 -2.375 0.122
H -0.664 -0.577 -1.823 0.089
H 0.672 0.898 0.574 0.101
H -0.467 -1.736 -0.153 0.138
H -0.292 -0.884 1.469 0.042
O -0.585 -1.604 5.626 -0.092
H -1.423 -1.367 6.086 0.044
H -0.222 -1.997 6.457 0.048
```

For the lowest unoccupied orbital energy, the calculation gives 0.845 eV. As for the molar mass: 89.14 g/mol. The relative energy (zero: lowest compared OMol25 entry of this formula, charge and spin) comes out at 67.92 kcal/mol. Its calculated total energy is -288.9088 Eh. The calculation puts the largest force on an atom at 5.579 eV/Å. Its HOMO-LUMO gap is 8.655 eV. Its SMILES is CC/C=C/N.O.

Below is a 2-piece molecular cluster, C12H17N overall in a non-equilibrium geometry, with properties calculated with ωB97M-V/def2-TZVPD.

```
30
Properties=species:S:1:pos:R:3:lowdin_charge:R:1
C -1.834 -2.547 0.003 -0.099
C -0.538 -2.250 -0.660 -0.245
C 0.514 -3.114 -0.368 -0.118
N 1.727 -2.565 -0.454 0.078
C 1.456 -1.216 -0.950 -0.131
C 2.303 -0.214 -1.471 -0.025
C 1.919 1.143 -1.373 -0.113
C 0.614 1.358 -1.080 -0.124
C -0.375 0.360 -0.891 -0.024
C 0.018 -0.945 -0.846 -0.149
H -2.430 -1.621 0.346 0.089
H -1.719 -3.236 0.944 0.092
H -2.631 -3.217 -0.479 0.079
H 0.537 -4.189 0.097 0.164
H 2.588 -3.087 -0.315 0.153
H 3.292 -0.429 -1.794 0.086
H 2.631 1.949 -1.658 0.116
H 0.357 2.427 -1.269 0.105
H -1.315 0.566 -0.503 0.075
C -1.908 3.248 0.853 -0.119
C -1.850 2.364 2.193 -0.289
C -0.648 2.861 3.114 -0.132
H -1.131 2.995 0.151 0.009
H -1.768 4.349 1.195 0.100
H -2.807 3.003 0.340 0.042
H -2.767 2.706 2.751 0.090
H -1.752 1.243 1.986 0.099
H -0.026 1.856 3.163 0.089
H -0.232 3.796 2.893 0.032
H -0.928 2.559 4.185 0.072
```

For the lowest unoccupied orbital energy, the calculation gives 0.849 eV. As for the molar mass: 175.28 g/mol. The relative energy (zero: lowest compared OMol25 entry of this formula, charge and spin) comes out at 86.24 kcal/mol. Its calculated total energy is -522.0828 Eh. The calculation puts the largest force on an atom at 7.198 eV/Å. Its HOMO-LUMO gap is 8.494 eV. Its SMILES is Cc1c[nH]c2ccccc12.CCC.

Below is one molecule with the formula C4H8O2, with properties calculated with ωB97M-V/def2-TZVPD.

```
14
Properties=species:S:1:pos:R:3:lowdin_charge:R:1
C -0.925 0.378 -1.134 -0.038
C -0.033 0.698 0.057 -0.467
O -0.519 1.870 0.698 -0.029
C 0.233 -0.502 1.011 -0.168
C 1.616 -0.781 0.447 -0.089
O 1.553 -1.717 -0.476 0.005
H -1.954 0.115 -0.852 0.088
H -0.493 -0.452 -1.711 0.076
H -0.963 1.258 -1.788 0.087
H -0.003 1.970 1.507 0.091
H 0.307 -0.177 2.058 0.109
H -0.508 -1.327 0.946 0.116
H 0.976 0.888 -0.327 0.109
H 0.711 -2.224 -0.436 0.109
```

For the lowest unoccupied orbital energy, the calculation gives 0.797 eV. As for the molar mass: 88.11 g/mol. The relative energy (zero: lowest compared OMol25 entry of this formula, charge and spin) comes out at 86.50 kcal/mol. Its calculated total energy is -307.5746 Eh. The calculation puts the largest force on an atom at 0.790 eV/Å. Its HOMO-LUMO gap is 9.576 eV.

Below is a 3-piece molecular cluster, C10H17F16N2O2P2 overall, with properties calculated with ωB97M-V/def2-TZVPD.

```
49
Properties=species:S:1:pos:R:3:lowdin_charge:R:1
N 2.469 1.787 -0.385 -0.416
P 1.147 0.932 -0.717 0.506
P -0.888 1.898 -0.093 0.112
N -1.725 0.933 -1.401 -0.310
H 2.996 1.998 -1.225 -0.077
H 1.207 -0.368 -0.114 -0.084
H 1.091 0.549 -2.081 -0.081
H -1.142 0.775 0.826 -0.079
H -0.087 2.582 0.901 -0.095
H -0.541 2.900 -1.105 -0.068
H -2.096 2.601 0.317 -0.087
H -2.362 1.554 -1.898 -0.016
H -2.282 0.215 -0.941 -0.029
C 5.961 -0.172 3.844 -0.062
C 7.246 0.646 4.015 -0.439
C 7.264 1.713 5.117 -0.312
F 6.382 2.694 4.863 0.102
F 8.502 2.265 5.173 0.085
F 7.653 1.176 2.851 0.147
F 8.200 -0.263 4.423 0.076
O 5.092 0.252 2.827 0.048
C 4.055 1.121 3.083 -0.530
C 4.091 2.315 2.122 -0.304
F 5.283 2.953 2.294 0.069
F 3.111 3.167 2.485 0.090
F 4.063 1.526 4.377 0.125
F 2.899 0.459 2.890 0.146
H 6.307 -1.160 3.540 0.147
H 5.460 -0.268 4.809 0.144
H 7.040 1.260 6.086 0.169
H 3.949 1.989 1.090 0.104
C -6.343 -2.368 -2.037 -0.051
C -7.259 -2.191 -3.253 -0.441
C -7.154 -3.234 -4.373 -0.311
F -5.940 -3.200 -4.952 0.099
F -8.081 -2.956 -5.320 0.091
F -7.155 -0.954 -3.766 0.147
F -8.537 -2.347 -2.769 0.084
O -5.167 -1.595 -2.042 0.051
C -3.984 -2.084 -2.530 -0.540
C -3.385 -1.122 -3.567 -0.286
F -4.269 -0.977 -4.584 0.088
F -2.260 -1.677 -4.061 0.103
F -4.125 -3.325 -3.047 0.135
F -3.112 -2.180 -1.507 0.147
H -6.927 -1.998 -1.195 0.149
H -6.143 -3.428 -1.875 0.146
H -7.344 -4.236 -3.979 0.170
H -3.157 -0.157 -3.113 0.135
```

For the lowest unoccupied orbital energy, the calculation gives 2.219 eV. As for the molar mass: 563.17 g/mol. Its calculated total energy is -2931.7336 Eh. The calculation puts the largest force on an atom at 0.431 eV/Å. Its HOMO-LUMO gap is 5.728 eV. Its charge is -1.

Below is C23H42AgN4OTa as an isolated structure in a non-equilibrium geometry, with properties calculated with ωB97M-V/def2-TZVPD.

```
72
Properties=species:S:1:pos:R:3:lowdin_charge:R:1
N -1.937 -0.857 -0.653 -0.083
C -3.028 -1.238 -0.270 -0.314
O -4.102 -1.039 0.340 0.074
Ag -2.620 1.356 0.893 0.878
Ta -0.004 -0.277 -0.564 1.787
N 0.124 1.384 -1.638 -0.279
N 0.689 -1.746 -1.686 -0.261
C -0.479 2.233 -2.727 -0.638
C 0.079 -2.747 -2.659 -0.619
C -0.174 3.727 -2.559 -0.031
C 0.088 1.754 -4.059 -0.025
C -1.974 2.024 -2.687 -0.055
C -0.596 -3.807 -1.819 -0.047
C 1.123 -3.402 -3.565 -0.036
C -0.938 -2.014 -3.503 -0.048
H -0.500 4.089 -1.581 0.073
H -0.731 4.303 -3.312 0.110
H 0.884 3.966 -2.703 0.092
H 1.176 1.836 -4.106 0.086
H -0.333 2.342 -4.885 0.109
H -0.182 0.712 -4.246 0.063
H -2.245 0.968 -2.724 0.062
H -2.435 2.517 -3.548 0.110
H -2.414 2.448 -1.782 0.065
H 0.103 -4.295 -1.138 0.087
H -1.030 -4.594 -2.439 0.110
H -1.420 -3.377 -1.252 0.055
H 1.831 -4.042 -3.030 0.092
H 1.672 -2.661 -4.150 0.096
H 0.615 -4.055 -4.287 0.108
H -1.468 -2.739 -4.130 0.110
H -0.434 -1.310 -4.166 0.073
H -1.672 -1.496 -2.884 0.043
C 1.574 1.761 -1.317 -0.111
H 2.019 1.032 -0.586 0.064
H 2.187 1.767 -2.245 0.104
H 1.649 2.776 -0.864 0.099
C 2.107 -2.050 -1.276 -0.118
H 2.461 -1.329 -0.511 0.065
H 2.180 -3.088 -0.889 0.099
H 2.801 -1.974 -2.138 0.102
C 0.753 1.834 5.976 -0.027
C 0.522 1.840 4.496 -0.224
C 0.320 3.074 3.863 0.011
C 0.077 3.113 2.494 -0.268
C -0.152 4.440 1.842 -0.038
C 0.002 1.921 1.748 -0.106
C 0.237 0.677 2.360 -0.299
C 0.493 0.644 3.761 0.018
N 0.116 -0.458 1.504 -0.124
C 0.065 -1.882 2.269 -0.550
C 1.445 -2.245 2.823 -0.018
C -1.094 -1.929 3.258 -0.019
C -0.256 -2.893 1.204 -0.110
H 1.634 2.413 6.274 0.101
H -0.079 2.276 6.535 0.100
H 0.894 0.825 6.356 0.083
H 0.346 4.020 4.445 0.153
H -1.006 4.968 2.279 0.098
H 0.700 5.117 1.975 0.103
H -0.339 4.371 0.769 0.056
H -0.193 1.991 0.636 0.043
H 0.664 -0.307 4.309 0.103
H 1.807 -1.571 3.600 0.074
H 1.382 -3.264 3.238 0.111
H 2.188 -2.290 2.013 0.089
H -2.041 -1.729 2.746 0.086
H -1.157 -2.960 3.634 0.114
H -0.987 -1.252 4.103 0.073
H -1.244 -2.754 0.755 0.054
H 0.517 -2.957 0.425 0.040
H -0.263 -3.892 1.657 0.121
```

For the lowest unoccupied orbital energy, the calculation gives -8.260 eV. As for the molar mass: 679.43 g/mol. The relative energy (zero: lowest compared OMol25 entry of this formula, charge and spin) comes out at 24.33 kcal/mol. Its calculated total energy is -1399.2657 Eh. The calculation puts the largest force on an atom at 6.652 eV/Å. Its HOMO-LUMO gap is 5.918 eV. Its charge is +2.

Q: molar mass of number 2 (C4H11NO)?
A: 89.14 g/mol

Q: The lowest calculated total energy belongs to which entry?
A: C10H17F16N2O2P2